Entry 1:
Molecular formula: C4H11N3S
Method: DFT, the ωB97M-V functional and the def2-TZVPD basis

## Properties
- SMILES string = C/N=C(\NC)NSC
- max |F| (eV/A) = 1.6
- gap between HOMO and LUMO (eV) = 9.25
- molecular weight (g mol⁻¹) = 133.22
- total energy (eV) = -19631.024
- relative energy (zero: lowest compared OMol25 entry of this formula, charge and spin) (kcal/mol) = 26.2

```
! RIJCOSX wB97M-V def2-TZVPD def2/J DEFGRID3
* xyz 0 1
C 2.459 -1.079 0.101
N 1.065 -1.342 -0.233
C 0.294 -0.414 -0.667
N 0.602 0.925 -0.923
C 1.042 1.813 0.147
N -0.994 -0.842 -1.088
S -2.352 0.095 -0.742
C -3.146 -0.376 0.829
H 2.637 -0.983 1.183
H 2.779 -0.104 -0.312
H 3.041 -1.909 -0.263
H 0.009 1.388 -1.601
H 2.037 2.196 -0.117
H 1.106 1.270 1.110
H 0.339 2.657 0.287
H -1.040 -1.877 -1.028
H -3.442 -1.402 0.726
H -4.016 0.251 0.955
H -2.420 -0.268 1.637
*
```

Löwdin atomic charge list, values in e, 5 entries: C -0.140; N 0.015; C -0.528; N -0.039; C -0.109

=====

Entry 2:
Molecular formula: C3H6N2O
Method: DFT, the ωB97M-V functional and the def2-TZVPD basis

## Properties
- SMILES string = ON=C1CNC1
- max |F| (eV/A) = 0.7
- gap between HOMO and LUMO (eV) = 10.25
- molecular weight (g mol⁻¹) = 86.09
- total energy (eV) = -8233.094
- relative energy (zero: lowest compared OMol25 entry of this formula, charge and spin) (kcal/mol) = 83.1

```
! RIJCOSX wB97M-V def2-TZVPD def2/J DEFGRID3
* xyz 0 1
O -0.169 0.726 -2.401
N -0.968 0.135 -1.425
C -0.309 -0.119 -0.379
C -0.805 -0.524 0.982
N 0.449 0.049 1.536
C 1.057 0.183 0.188
H -0.833 1.143 -2.965
H -0.933 -1.605 1.120
H -1.716 -0.003 1.297
H 0.947 -0.588 2.146
H 1.818 -0.572 -0.060
H 1.462 1.176 -0.038
*
```

Löwdin atomic charge list, values in e, 5 entries: O -0.062; N 0.034; C -0.293; C -0.140; N -0.045

=====

Entry 3:
Molecular formula: C41H59ClF3N5O8
Method: DFT, the ωB97M-V functional and the def2-TZVPD basis

## Properties
- ⟨S²⟩ = 2.008
- max |F| (eV/A) = 1.9
- gap between HOMO and LUMO (alpha / beta) (eV) = 6.92 / 7.90
- molecular weight (g mol⁻¹) = 842.40
- total energy (eV) = -87976.368

```
! RIJCOSX wB97M-V def2-TZVPD def2/J DEFGRID3
* xyz 0 3
C 4.551 -0.871 1.910
C 3.212 -1.087 1.194
C 2.526 -2.337 1.723
Cl 3.473 -3.826 1.302
C 1.076 -2.563 1.324
C 0.665 -2.671 -0.019
C 1.642 -2.572 -1.165
C 1.646 -1.189 -1.863
O 0.944 -0.232 -1.067
C -0.684 -2.909 -0.349
C -1.091 -2.995 -1.804
C -1.131 -4.413 -2.280
O -0.304 -5.219 -2.050
F -2.161 -4.717 -3.046
C -1.618 -3.043 0.692
C -1.217 -2.929 2.021
C 0.119 -2.683 2.367
C 0.491 -2.522 3.830
C 0.779 -3.827 4.561
C 0.264 -3.966 5.960
N 1.454 -4.783 4.079
C -2.289 -3.098 3.044
O -2.114 -3.644 4.098
C -3.636 -2.575 2.652
C -4.558 -1.921 3.646
N -4.038 -1.852 5.004
C -3.996 -2.679 1.373
N -5.274 -2.172 0.936
C -5.939 -2.946 -0.030
O -6.321 -2.576 -1.075
F -6.160 -4.150 0.424
C -5.286 -0.802 0.606
O -6.236 -0.125 0.637
F -4.096 -0.331 0.305
C -3.059 -3.289 0.414
O -3.432 -3.945 -0.526
H 4.921 0.125 1.696
H 4.432 -0.997 2.982
H 5.246 -1.617 1.545
H 2.545 -0.261 1.419
H 3.421 -1.163 0.140
H 2.608 -2.282 2.792
H 1.395 -3.313 -1.913
H 2.634 -2.823 -0.828
H 2.680 -0.867 -1.956
H 1.221 -1.246 -2.863
H 1.325 0.627 -1.264
H -2.088 -2.588 -1.910
H -0.444 -2.405 -2.435
H 1.313 -1.828 3.947
H -0.351 -2.052 4.321
H -0.204 -3.062 6.329
H -0.441 -4.787 5.989
H 1.086 -4.222 6.620
H 1.752 -4.583 3.125
H -5.501 -2.459 3.670
H -4.763 -0.914 3.272
H -4.615 -1.267 5.586
H -3.077 -1.556 5.053
C 6.824 1.079 -4.133
C 6.644 0.774 -2.621
C 7.331 1.848 -1.768
C 8.849 1.712 -1.665
C 9.242 0.287 -1.281
C 8.649 -0.754 -2.226
N 7.166 -0.591 -2.308
O 6.600 -1.063 -1.246
C 9.303 -0.629 -3.614
C 8.978 -2.159 -1.736
C 5.147 0.830 -2.340
H 7.033 0.175 -4.702
H 5.914 1.498 -4.560
H 7.625 1.794 -4.326
H 6.916 1.813 -0.755
H 7.074 2.829 -2.171
H 9.326 2.006 -2.604
H 9.220 2.407 -0.909
H 10.329 0.185 -1.276
H 8.905 0.086 -0.260
H 8.862 -1.338 -4.315
H 10.366 -0.856 -3.533
H 9.230 0.365 -4.046
H 8.648 -2.330 -0.713
H 10.058 -2.304 -1.764
H 8.522 -2.915 -2.376
H 4.617 0.044 -2.882
H 4.759 1.794 -2.670
H 4.922 0.729 -1.278
C -7.672 6.501 -0.777
C -6.311 5.820 -1.084
C -6.446 4.853 -2.267
C -7.098 3.512 -1.929
C -6.447 2.880 -0.700
C -6.442 3.822 0.500
N -5.802 5.122 0.136
O -4.515 4.998 0.095
C -7.883 4.028 1.000
C -5.691 3.190 1.665
C -5.347 6.931 -1.483
H -7.853 6.572 0.294
H -7.692 7.523 -1.153
H -8.516 5.978 -1.230
H -5.450 4.654 -2.675
H -7.008 5.350 -3.059
H -8.174 3.638 -1.775
H -6.993 2.838 -2.781
H -6.965 1.961 -0.434
H -5.418 2.597 -0.945
H -7.908 4.732 1.834
H -8.281 3.077 1.353
H -8.567 4.386 0.235
H -4.676 2.902 1.396
H -6.218 2.292 1.982
H -5.642 3.872 2.515
H -5.170 7.617 -0.654
H -5.780 7.497 -2.308
H -4.386 6.544 -1.818
*
```

Löwdin atomic charge list, values in e, 5 entries: C -0.095; C -0.252; C -0.589; Cl 0.702; C -0.110